Below is a molecular structure, C11H18MgN4O2 at a distorted geometry, with properties calculated with the ωB97M-V functional and the def2-TZVPD basis.

maximum force: 0.0838 hartree/bohr
relative energy (zero: lowest compared OMol25 entry of this formula, charge and spin): 0.0 kcal per mole
orbital gap: 10.15 eV
net charge: +2
E_HOMO: -16.17 eV

Each line ends with the natural charge from an NBO analysis.
Atoms and positions in Å:
Mg1 1.21875 -0.84562 -0.66442  1.785
C1 -1.25190 -3.95794 0.65977  -0.721
C2 -0.81271 -2.62350 0.28306  0.731
O1 0.39796 -2.50197 -0.15757  -0.837
N1 -1.74820 -1.64736 0.32069  -0.563
C3 -1.59876 -0.18483 0.18173  -0.275
C4 -1.44257 0.31502 -1.25712  0.180
C5 -2.49441 0.94786 -1.88850  -0.214
C6 -2.28631 1.48078 -3.17643  -0.096
C7 -1.06841 1.29577 -3.78837  -0.223
C8 0.00540 0.78802 -3.04011  0.080
N2 -0.19148 0.23484 -1.81116  -0.640
H1 -0.45899 -4.42227 1.22942  0.279
H2 -1.32848 -4.55845 -0.27229  0.282
H3 -2.20582 -3.99845 1.17580  0.244
H4 -2.64204 -2.00451 0.59145  0.431
H5 -0.74503 0.16343 0.78836  0.205
H6 -2.51355 0.29617 0.61204  0.267
H7 -3.43014 1.03192 -1.38220  0.243
H8 -3.05997 2.01904 -3.65745  0.252
H9 -0.87478 1.59185 -4.83696  0.263
H10 1.00586 0.86593 -3.45190  0.223
C9 2.53409 3.08840 2.64118  -0.406
N3 1.91293 1.76542 2.53805  -0.437
C10 0.86028 1.45653 3.55547  -0.396
C11 2.18930 0.87474 1.58866  0.671
N4 2.26806 0.11746 0.66303  -0.748
H11 2.88665 3.25051 3.64888  0.234
H12 1.81164 3.89074 2.42505  0.226
H13 3.38240 3.16446 1.95714  0.239
H14 1.30678 1.64856 4.53015  0.238
H15 0.60476 0.40444 3.52743  0.221
H16 0.01592 2.10311 3.44210  0.223
O2 2.35752 -1.75190 -2.14102  -1.028
H17 3.07922 -1.56712 -2.75934  0.534
H18 2.31602 -2.73107 -2.07463  0.530

---

Below is 2 unconnected molecules or ions with the total composition C11H18N2O9 at a distorted geometry, with properties calculated with the ωB97M-V functional and the def2-TZVPD basis.

maximum force: 0.0521 hartree/bohr
orbital gap: 10.08 eV
net charge: 0
E_HOMO: -9.66 eV
SMILES: O=C(O)[C@H]1OC(=O)[C@H](O)[C@@H](O)[C@H]1O.CNC(=O)CNC(C)=O

Each line ends with the natural charge from an NBO analysis.
Atoms and positions in Å:
O1 -1.33451 -2.46998 -0.30113  -0.617
C1 -0.71345 -2.07884 -1.27950  0.809
O2 0.26338 -2.80845 -1.87088  -0.650
C2 -1.05816 -0.68608 -1.83011  -0.035
O3 -0.10431 -0.19455 -2.80505  -0.494
C3 -0.36403 1.04429 -3.30164  0.772
O4 0.49757 1.86612 -3.59380  -0.555
C4 -1.81491 1.45913 -3.63816  -0.042
O5 -2.02046 2.89254 -3.59095  -0.724
C5 -2.82678 0.80510 -2.69768  0.060
O6 -4.12834 0.95692 -3.26927  -0.711
C6 -2.48035 -0.66909 -2.41816  0.063
O7 -2.54794 -1.49893 -3.59452  -0.705
H1 0.31454 -3.62984 -1.36145  0.501
H2 -1.02277 -0.02857 -0.95452  0.247
H3 -2.00760 1.10096 -4.65405  0.207
H4 -1.21120 3.34605 -3.90922  0.502
H5 -2.80699 1.34199 -1.74187  0.185
H6 -4.26394 1.89481 -3.50277  0.486
H7 -3.19405 -1.05289 -1.67943  0.230
H8 -1.79527 -1.34053 -4.19006  0.473
C7 0.56566 -2.61291 3.58928  -0.422
N1 0.44236 -1.82210 2.36615  -0.604
C8 1.28660 -0.88923 1.91562  0.668
O8 1.00285 -0.27776 0.88943  -0.662
C9 2.62364 -0.62122 2.63502  -0.313
N2 2.95769 0.80612 2.67382  -0.597
C10 2.35248 1.66646 3.49121  0.675
C11 2.67149 3.13015 3.29262  -0.707
O9 1.56967 1.31948 4.36639  -0.639
H9 -0.31578 -3.24580 3.70566  0.219
H10 1.45267 -3.24658 3.54275  0.192
H11 0.63423 -1.95135 4.45633  0.213
H12 -0.38738 -1.95381 1.80100  0.425
H13 2.57877 -0.99566 3.65683  0.225
H14 3.40667 -1.16528 2.10862  0.229
H15 3.55068 1.17584 1.94959  0.402
H16 2.08617 3.71583 4.00048  0.244
H17 2.40867 3.41989 2.27647  0.228
H18 3.73244 3.29779 3.46699  0.224

---

Below is 2 unconnected molecules or ions with the total composition C11H18N3 at a distorted geometry, with properties calculated with the ωB97M-V functional and the def2-TZVPD basis.

maximum force: 0.0751 hartree/bohr
relative energy (zero: lowest compared OMol25 entry of this formula, charge and spin): 83.3 kcal per mole
orbital gap: 7.84 eV
net charge: +1
E_HOMO: -11.16 eV

Each line ends with the natural charge from an NBO analysis.
Atoms and positions in Å:
C1 -1.30736 -4.01716 0.73779  -0.101
C2 -0.71841 -3.94860 2.02655  -0.262
C3 -1.48784 -2.87762 0.02219  -0.331
C4 -0.08476 -2.80372 2.33071  0.039
C5 -0.89466 -1.69075 0.37223  -0.051
C6 1.78132 2.49864 -0.85346  -0.444
C7 1.30124 1.78875 -2.12203  -0.391
C8 0.42582 2.86599 -0.20459  -0.425
C9 0.68935 0.43475 -1.72329  -0.497
C10 -0.20318 1.55708 0.43936  -0.165
C11 -0.46085 0.83531 -0.82266  0.614
N1 -0.15221 -1.72664 1.50975  -0.536
N2 -1.71362 0.83935 -1.20976  -0.713
N3 0.66982 0.93608 1.39540  -0.851
H1 -1.66342 -5.00323 0.55892  0.224
H2 -0.70840 -4.92027 2.52598  0.244
H3 -1.89621 -2.78520 -0.93099  0.215
H4 0.43812 -2.79462 3.22462  0.214
H5 2.54712 1.91600 -0.21256  0.231
H6 2.41682 3.35584 -1.26429  0.256
H7 0.51045 2.20551 -2.68126  0.205
H8 2.16207 1.55181 -2.80304  0.238
H9 0.45465 3.76378 0.54914  0.255
H10 -0.25481 3.33388 -0.94753  0.233
H11 0.19858 -0.14730 -2.40870  0.229
H12 1.51818 -0.14863 -1.20541  0.270
H13 -1.14997 1.83537 1.09606  0.226
H14 -2.50567 0.94058 -0.57733  0.434
H15 -1.86984 0.83195 -2.20348  0.410
H16 0.13410 0.77670 2.23803  0.385
H17 1.49284 1.44818 1.64030  0.394
H18 0.33073 -0.85181 1.50335  0.450

---

Below is 2 unconnected molecules or ions with the total composition C11H18O at a distorted geometry, with properties calculated with the ωB97M-V functional and the def2-TZVPD basis.

maximum force: 0.0350 hartree/bohr
relative energy (zero: lowest compared OMol25 entry of this formula, charge and spin): 16.3 kcal per mole
orbital gap: 9.24 eV
net charge: 0
E_HOMO: -8.36 eV
SMILES: CCc1ccc(O)cc1.CCC

Each line ends with the natural charge from an NBO analysis.
Atoms and positions in Å:
C1 1.66510 -1.67573 0.89084  -0.601
C2 0.55927 -0.92198 0.13910  -0.420
C3 -0.78211 -0.96403 0.80575  -0.053
C4 -1.68605 -1.95152 0.45534  -0.172
C5 -2.98016 -2.02101 1.01108  -0.309
C6 -3.31372 -1.09591 1.97906  0.297
O1 -4.49623 -1.13248 2.65747  -0.669
C7 -2.39677 -0.10849 2.36750  -0.263
C8 -1.14612 -0.04684 1.80270  -0.179
H1 1.65147 -2.72621 0.59037  0.205
H2 1.67071 -1.51619 1.96414  0.212
H3 2.62703 -1.32966 0.49336  0.204
H4 0.87434 0.12502 0.11624  0.205
H5 0.54832 -1.17962 -0.91904  0.210
H6 -1.38543 -2.58827 -0.36909  0.206
H7 -3.48290 -2.97292 0.87346  0.213
H8 -4.99157 -1.92370 2.41461  0.479
H9 -2.77601 0.66157 3.02924  0.224
H10 -0.44628 0.68937 2.18059  0.211
C9 1.41915 2.03553 -3.28016  -0.616
C10 1.40541 1.71892 -1.79254  -0.416
C11 2.53337 2.35073 -0.99851  -0.605
H11 1.87157 1.24316 -3.88152  0.208
H12 0.45607 2.32433 -3.70118  0.214
H13 2.07259 2.88320 -3.51455  0.202
H14 0.45162 1.87860 -1.27970  0.204
H15 1.48411 0.63745 -1.67794  0.198
H16 2.52277 3.43992 -1.11184  0.202
H17 2.52671 2.10904 0.06406  0.207
H18 3.54374 2.05770 -1.30880  0.202

---

Below is 2 unconnected molecules or ions with the total composition C11H18O at a distorted geometry, with properties calculated with the ωB97M-V functional and the def2-TZVPD basis.

maximum force: 0.0467 hartree/bohr
relative energy (zero: lowest compared OMol25 entry of this formula, charge and spin): 24.1 kcal per mole
orbital gap: 9.35 eV
net charge: 0
E_HOMO: -8.45 eV
SMILES: CCc1ccc(O)cc1.CCC

Each line ends with the natural charge from an NBO analysis.
Atoms and positions in Å:
C1 -1.80329 0.51417 1.84844  -0.597
C2 -0.92825 0.69751 0.57809  -0.421
C3 0.34451 1.41098 0.95173  -0.062
C4 0.29760 2.78139 1.22074  -0.183
C5 1.43691 3.43041 1.63787  -0.288
C6 2.57341 2.66913 1.89590  0.291
O1 3.65453 3.22498 2.56608  -0.685
C7 2.67238 1.32209 1.63254  -0.258
C8 1.49662 0.68769 1.19153  -0.175
H1 -1.84625 1.43465 2.42597  0.207
H2 -1.18562 -0.14732 2.46504  0.203
H3 -2.74615 0.04486 1.58198  0.210
H4 -0.94257 -0.28662 0.09466  0.214
H5 -1.41845 1.24865 -0.24052  0.202
H6 -0.64141 3.21629 0.88968  0.216
H7 1.39592 4.43858 2.03535  0.210
H8 3.36289 3.97743 3.08602  0.476
H9 3.62423 0.83393 1.73839  0.228
H10 1.49302 -0.39525 1.15934  0.211
C9 -1.17625 -2.78833 -3.89312  -0.609
C10 -1.20116 -2.24683 -2.46747  -0.413
C11 -0.65343 -3.22585 -1.46409  -0.613
H11 -1.25755 -3.86948 -3.79068  0.205
H12 -1.97182 -2.41515 -4.53788  0.212
H13 -0.28637 -2.53322 -4.46463  0.208
H14 -0.72046 -1.28271 -2.25594  0.204
H15 -2.23908 -1.98931 -2.20570  0.195
H16 0.42600 -3.39595 -1.60939  0.201
H17 -0.80096 -3.09111 -0.39623  0.214
H18 -0.95894 -4.26562 -1.67370  0.198

---

Below is a molecular structure, C11H19AuB2F4N4O5, with properties calculated with the ωB97M-V functional and the def2-TZVPD basis.

maximum force: 0.0187 hartree/bohr
relative energy (zero: lowest compared OMol25 entry of this formula, charge and spin): 47.0 kcal per mole
orbital gap: 8.11 eV
net charge: +2
E_HOMO: -16.59 eV

Each line ends with the natural charge from an NBO analysis.
Atoms and positions in Å:
Au1 0.17760 0.11414 -0.97997  1.350
C1 4.17995 -1.17302 -1.53927  -0.692
C2 2.73271 -1.00009 -1.27103  0.263
N1 2.14131 0.14852 -1.26604  -0.096
O1 2.71866 1.28133 -1.57224  -0.436
B1 2.08329 2.54937 -0.89828  1.264
F1 2.87843 3.56720 -1.17923  -0.468
F2 1.80044 2.20467 0.39075  -0.518
O2 0.70047 2.85937 -1.58639  -0.434
N2 -0.26093 2.02705 -1.28756  -0.095
C3 -1.51953 2.32181 -1.31412  0.258
C4 -2.03048 3.68447 -1.59487  -0.694
C5 -2.42387 1.14262 -1.07938  0.338
N3 -1.78769 0.04875 -0.82926  -0.188
O3 -2.43757 -1.12896 -0.71927  -0.499
B2 -1.75080 -2.34081 -0.35545  1.315
F3 -1.55888 -2.11732 1.46141  -0.464
F4 -2.55762 -3.36544 -0.29595  -0.438
O4 -0.41422 -2.71711 -0.72541  -0.499
N4 0.58361 -1.81202 -0.82181  -0.186
C6 1.80608 -2.16225 -1.03581  0.341
C7 2.27222 -3.56259 -1.09699  -0.700
C8 -3.89942 1.21060 -1.16026  -0.700
H1 4.67180 -0.20545 -1.58451  0.288
H2 4.32130 -1.68666 -2.49370  0.276
H3 4.64037 -1.78030 -0.75907  0.268
H4 -1.20851 4.39429 -1.62307  0.288
H5 -2.74723 3.98395 -0.82859  0.268
H6 -2.54201 3.69996 -2.56068  0.276
H7 1.49870 -4.25465 -0.77879  0.280
H8 3.16266 -3.68084 -0.47805  0.279
H9 2.56047 -3.79767 -2.12602  0.289
H10 -4.23251 2.17198 -1.53778  0.268
H11 -4.32472 1.05065 -0.16535  0.288
H12 -4.27353 0.40895 -1.79930  0.289
C9 -1.32307 0.82987 3.48748  -0.738
C10 -0.16459 0.01557 2.99674  0.591
C11 0.37690 -1.04288 3.90865  -0.750
O5 0.34500 0.22020 1.89159  -0.637
H13 -2.16206 0.20503 3.79725  0.258
H14 -1.63057 1.56428 2.74710  0.232
H15 -1.00041 1.35860 4.39033  0.281
H16 -1.02476 -1.40296 1.76937  0.598
H17 1.00159 -0.52475 4.64604  0.288
H18 1.01667 -1.74719 3.38048  0.240
H19 -0.39524 -1.56030 4.47627  0.258